DFT (ωB97M-V/def2-TZVPD) results for a structure of composition C5H10O at a distorted geometry.

Highest occupied orbital energy: -0.337 Ha
Orbital gap: 10.15 eV
Electronic energy: -7391.43515 eV
Max |F|: 4.7 eV/Å
Relative energy (zero: lowest compared OMol25 entry of this formula, charge and spin): 3.330 eV

CARTESIAN COORDINATES (ANGSTROEM)
C (1.592, -0.069, 0.985)
C (1.028, -0.004, -0.412)
C (0.122, -1.098, -0.983)
C (-0.397, 0.266, -0.718)
C (-1.563, 0.418, 0.541)
O (-0.823, 1.177, -1.674)
H (2.466, -0.729, 1.013)
H (1.913, 0.925, 1.316)
H (0.862, -0.448, 1.709)
H (1.704, 0.435, -1.145)
H (0.277, -1.432, -2.005)
H (-0.212, -1.866, -0.292)
H (-2.626, 0.493, 0.194)
H (-1.415, 1.248, 1.258)
H (-1.494, -0.530, 1.046)
H (-1.434, 1.215, -0.833)

How is the electron density shared among the atoms? According to Mulliken, the charges in e are: C -1.321; C 0.042; C -0.944; C 1.047; C -1.410; O -0.667; H 0.361; H 0.320; H 0.255; H 0.337; H 0.281; H 0.232; H 0.447; H 0.308; H 0.405; H 0.306